No. 1
Molecular formula: C29H39GeO6Ti
Method: DFT, ωB97M-V/def2-TZVPD

Calculated values
<S²>: 0.784
Relative energy (zero: lowest compared OMol25 entry of this formula, charge and spin): 0.5 kcal/mol
Spin multiplicity: 2
Charge: +2
Frontier orbital gap (spin up / spin down): 6.1 / 6.6 eV

The geometry in XYZ format:
```
76
Properties=species:S:1:pos:R:3:mulliken_spin:R:1
Ti -1.209 -0.394 0.848 0.920
C -0.048 -2.502 -1.052 0.025
C -1.490 -2.419 -1.497 0.011
O -1.971 -1.127 -1.085 -0.046
C -3.371 -0.920 -1.332 0.025
C -4.095 -1.157 -0.022 0.014
O -3.495 -0.292 0.960 0.016
C -4.112 1.006 0.986 0.031
C -3.256 1.868 1.869 0.003
O -1.913 1.738 1.388 -0.041
C -0.956 2.402 2.227 0.010
C -0.506 1.450 3.315 0.006
O -0.275 0.164 2.701 0.009
C -0.235 -0.915 3.656 0.019
C -1.571 -1.633 3.601 0.009
O -1.861 -2.044 2.249 0.016
C -1.394 -3.356 1.891 0.017
C -0.010 -3.274 1.264 0.015
O 0.052 -2.164 0.350 -0.037
H 0.548 -1.770 -1.596 0.001
H 0.351 -3.497 -1.241 0.002
H -2.094 -3.215 -1.048 -0.009
H -1.549 -2.503 -2.583 0.000
H -3.731 -1.575 -2.124 0.002
H -3.485 0.116 -1.652 -0.013
H -3.946 -2.180 0.325 -0.002
H -5.165 -0.968 -0.103 0.000
H -5.119 0.927 1.397 0.000
H -4.158 1.433 -0.018 -0.006
H -3.326 1.539 2.911 -0.003
H -3.577 2.909 1.805 0.001
H -1.387 3.304 2.664 0.001
H -0.117 2.683 1.600 -0.011
H -1.272 1.352 4.090 -0.002
H 0.420 1.803 3.772 0.000
H -0.047 -0.537 4.661 0.002
H 0.593 -1.563 3.380 -0.012
H -2.375 -0.951 3.886 -0.004
H -1.589 -2.486 4.279 0.000
H -2.116 -3.758 1.181 -0.005
H -1.376 -4.015 2.759 -0.001
H 0.221 -4.208 0.754 0.001
H 0.758 -3.108 2.018 -0.009
C -0.464 2.783 -1.225 -0.011
Ge 0.339 1.053 -0.655 0.142
C 1.843 1.328 0.637 -0.053
C 2.356 2.570 1.005 -0.017
C 3.461 2.658 1.844 -0.001
C 4.068 1.506 2.325 -0.003
C 3.564 0.261 1.969 0.002
C 2.456 0.177 1.139 0.005
C 0.975 0.427 -2.454 -0.006
C -0.062 0.098 -3.302 -0.004
C 0.141 -0.232 -4.652 0.002
C 1.408 -0.226 -5.161 -0.003
C 2.507 0.129 -4.350 0.002
C 3.809 0.186 -4.901 -0.001
C 4.882 0.546 -4.139 0.001
C 4.697 0.858 -2.781 -0.002
C 3.452 0.807 -2.217 0.001
C 2.308 0.453 -2.971 -0.002
H 0.314 3.361 -1.723 -0.004
H -0.902 3.380 -0.426 0.001
H -1.236 2.572 -1.967 0.005
H 1.914 3.481 0.613 -0.001
H 3.859 3.629 2.109 0.000
H 4.939 1.579 2.962 0.000
H 4.050 -0.640 2.324 0.000
H 2.082 -0.798 0.842 0.003
H -1.079 0.115 -2.923 -0.004
H -0.704 -0.473 -5.283 0.000
H 1.584 -0.481 -6.199 0.000
H 3.932 -0.047 -5.951 0.000
H 5.872 0.594 -4.574 0.000
H 5.548 1.145 -2.176 0.000
H 3.343 1.041 -1.173 -0.002
```

=====

No. 2
Molecular formula: C29H39IN7O3Pd
Method: DFT, ωB97M-V/def2-TZVPD

Calculated values
Relative energy (zero: lowest compared OMol25 entry of this formula, charge and spin): 21.0 kcal/mol
Spin multiplicity: 1
Charge: -1
Frontier orbital gap: 6.3 eV

The geometry in XYZ format:
```
80
Properties=species:S:1:pos:R:3:mulliken_charge:R:1
Pd 0.427 0.717 -0.248 0.047
C -2.420 2.348 3.428 -0.705
C -1.901 0.944 3.375 0.800
N -2.534 0.021 4.049 -0.714
C -2.087 -1.256 3.983 -1.040
C -0.962 -1.625 3.297 0.908
C -0.586 -3.078 3.254 -0.900
O -0.843 -3.671 1.976 -0.546
C -0.208 -0.637 2.609 0.130
C 1.008 -1.011 1.932 0.265
N 1.910 -0.192 1.501 -0.352
C 3.081 -0.694 0.925 0.742
C 3.589 -1.981 1.143 -0.350
C 4.761 -2.412 0.547 -0.820
C 5.481 -1.563 -0.281 -0.514
C 5.023 -0.270 -0.481 -0.550
C 3.850 0.159 0.121 -0.152
I 3.272 2.148 -0.161 0.072
C -0.721 0.695 2.561 0.134
O -0.234 1.634 1.861 -0.995
H -3.217 2.412 4.167 0.386
H -2.808 2.644 2.452 -0.101
H -1.616 3.045 3.674 0.316
H -2.668 -1.994 4.524 0.310
H -1.174 -3.624 3.996 0.373
H 0.471 -3.227 3.499 0.285
H -1.051 -2.954 1.365 0.405
H 1.142 -2.089 1.787 0.453
H 3.066 -2.659 1.806 0.465
H 5.116 -3.417 0.740 0.366
H 6.397 -1.893 -0.753 0.359
H 5.581 0.416 -1.103 0.361
C -0.191 2.660 -6.631 -1.393
C 0.027 2.667 -5.120 -0.365
N -1.164 3.027 -4.370 0.446
C -1.772 4.322 -4.648 -0.800
C -2.961 4.287 -5.602 -1.101
C -1.827 2.205 -3.497 -0.200
O -2.973 2.478 -3.159 -0.470
C -1.144 0.989 -2.974 0.582
C -1.884 -0.166 -2.813 -0.177
C -1.283 -1.260 -2.207 -0.874
C 0.047 -1.177 -1.826 -0.210
N 0.851 -0.096 -2.065 -1.034
C 0.190 1.006 -2.532 -0.121
H 0.722 2.331 -7.129 0.424
H -0.439 3.651 -7.011 0.340
H -0.996 1.975 -6.899 0.312
H 0.841 3.358 -4.873 0.297
H 0.340 1.675 -4.810 0.359
H -0.983 4.965 -5.047 0.504
H -2.098 4.744 -3.696 0.306
H -2.684 3.895 -6.581 0.325
H -3.353 5.297 -5.737 0.375
H -3.747 3.661 -5.183 0.235
H -2.922 -0.179 -3.119 0.516
H -1.833 -2.172 -2.017 0.424
H 0.558 -2.041 -1.414 0.479
H 0.831 1.863 -2.707 0.486
C -5.577 1.871 -1.624 -1.214
N -4.797 1.361 -0.515 0.104
C -4.844 -0.077 -0.369 -0.883
C -3.586 1.967 -0.194 0.223
N -2.544 1.270 0.022 -0.205
N -3.651 3.362 -0.143 0.475
C -2.395 4.075 -0.120 -0.824
C -4.745 4.020 0.536 -1.271
H -5.409 1.279 -2.531 0.337
H -5.280 2.891 -1.849 0.356
H -6.645 1.842 -1.383 0.298
H -5.891 -0.387 -0.325 0.314
H -4.336 -0.365 0.548 0.244
H -4.354 -0.598 -1.201 0.225
H -1.808 1.831 0.456 0.057
H -1.710 3.622 -0.837 0.071
H -1.911 4.077 0.867 0.206
H -2.580 5.112 -0.412 0.346
H -5.576 3.328 0.651 0.390
H -5.087 4.891 -0.033 0.301
H -4.447 4.364 1.536 0.349
```

=====

No. 3
Molecular formula: C29H39N7O3PPdS3
Method: DFT, ωB97M-V/def2-TZVPD

Calculated values
Relative energy (zero: lowest compared OMol25 entry of this formula, charge and spin): 0.0 kcal/mol
Spin multiplicity: 1
Charge: +1
Frontier orbital gap (spin up / spin down): 6.4 / 6.4 eV

The geometry in XYZ format:
```
83
Properties=species:S:1:pos:R:3:mulliken_charge:R:1
Pd -0.253 -0.194 0.196 -1.127
C -0.825 -3.982 1.522 -1.108
C -1.414 -2.887 2.324 0.146
N -1.309 -1.623 2.062 0.781
C -1.930 -0.842 3.001 -0.180
C -2.543 -1.552 3.998 -0.575
S -2.327 -3.234 3.767 -0.170
C -1.870 0.604 2.894 -0.655
C -2.357 1.500 3.804 -0.573
S -2.009 3.106 3.320 -0.196
C -1.229 2.486 1.899 -0.185
N -1.249 1.192 1.823 1.328
C -0.592 3.364 0.893 -0.564
H -0.703 -3.666 0.487 0.055
H -1.446 -4.873 1.566 0.506
H 0.160 -4.234 1.913 0.337
H -3.094 -1.185 4.840 0.477
H -2.868 1.306 4.724 0.469
H -1.342 3.903 0.317 0.326
H 0.001 2.741 0.218 -0.325
H 0.048 4.100 1.376 0.485
C 4.685 2.399 -1.772 -1.224
N 3.827 1.849 -0.745 0.209
C 2.963 2.855 -0.162 -0.876
C 3.122 0.617 -1.091 0.588
C 1.913 0.869 -1.975 0.188
C 2.120 1.165 -3.321 -0.605
C 1.101 1.670 -4.108 -0.948
C -0.144 1.904 -3.553 -0.778
C -0.383 1.528 -2.240 -0.228
C 0.620 0.963 -1.451 0.987
H 5.353 3.137 -1.328 0.308
H 4.120 2.897 -2.569 0.447
H 5.293 1.611 -2.211 0.380
H 5.072 1.815 0.806 0.488
H 2.262 3.273 -0.898 0.388
H 3.568 3.666 0.239 0.505
H 2.397 2.413 0.655 -0.086
H 2.791 0.169 -0.150 -1.738
H 3.830 -0.058 -1.577 1.096
H 3.098 1.005 -3.750 0.577
H 1.289 1.910 -5.143 0.411
H -0.924 2.376 -4.134 0.492
H -1.369 1.709 -1.818 0.534
N 1.728 -2.499 0.762 0.204
C 2.461 -1.646 1.554 0.729
C 3.801 -1.880 1.883 -0.957
C 4.540 -0.873 2.472 -0.622
C 3.941 0.339 2.765 -0.378
C 2.581 0.518 2.613 -0.843
C 1.836 -0.478 2.019 0.682
S 4.958 1.781 2.960 1.318
O 4.108 2.936 2.934 -0.600
O 5.942 1.632 3.972 -0.657
O 5.701 1.686 1.537 -0.631
H 2.240 -3.217 0.275 0.277
H 0.994 -2.031 0.208 -0.234
H 4.260 -2.821 1.617 0.414
H 5.596 -0.990 2.655 0.460
H 2.138 1.452 2.917 0.588
H 0.751 -0.365 1.877 -0.260
C -4.584 -0.311 -2.801 -0.906
N -4.758 -0.326 -1.358 0.226
C -5.274 -1.618 -0.945 -0.918
N -4.425 -2.712 -1.383 0.224
C -4.268 -2.651 -2.827 -1.005
N -3.718 -1.381 -3.262 0.165
C -2.343 -1.208 -2.877 -1.097
P -2.132 -1.190 -1.009 2.417
C -3.536 0.003 -0.663 -1.317
C -3.162 -2.745 -0.701 -1.173
H -4.171 0.653 -3.107 0.390
H -5.566 -0.442 -3.266 0.287
H -6.268 -1.754 -1.380 0.282
H -5.357 -1.639 0.145 0.390
H -5.251 -2.773 -3.287 0.347
H -3.616 -3.464 -3.157 0.391
H -1.955 -0.277 -3.300 0.314
H -1.749 -2.033 -3.283 0.469
H -3.227 1.015 -0.946 0.396
H -3.728 0.005 0.417 0.413
H -3.340 -2.854 0.373 0.427
H -2.600 -3.616 -1.051 0.418
```